The ion C5H12NO with charge +1 in a non-equilibrium geometry. Source: the OMol25 dataset; level of theory: ωB97M-V/def2-TZVPD.

Its SMILES is C=C([NH3+])CCCO. The calculation puts the molar mass at 102.16 g mol⁻¹. For the LUMO energy, the calculation gives -3.909 eV.

Geometry as ORCA input:
```
! wB97M-V def2-TZVPD RIJCOSX def2/J DEFGRID3
* xyz 1 1
H 2.06304 0.74341 -1.09776
C -0.58077 0.11044 -0.94131
H -3.21186 0.09480 -0.04662
H 3.15961 1.02773 0.08299
H 1.65294 2.05538 -0.24303
N 2.10050 1.05605 -0.13051
H -1.77014 -1.74434 -1.38945
C -1.81913 -0.70287 -1.20287
H -0.86578 1.05180 -0.62161
C 0.43614 -0.65058 -0.11233
H -0.22474 -1.43044 0.40812
C 1.31768 0.46899 2.00576
H 1.07533 -1.33381 -0.87729
H -2.45813 -0.19021 -1.96368
O -2.58536 -0.67966 0.10033
H 1.90227 1.23370 2.49898
H 0.72489 -0.06722 2.72204
H -0.09417 0.29714 -1.99173
C 1.31712 0.15852 0.68908
*
```

Löwdin atomic charge list, values in e, 5 entries: H 0.145; C -0.216; H 0.113; H 0.224; H 0.237